Entry 1:
Computed, not measured: a cluster of 7 separate species, C55H64F3IN6O6S in total, with ωB97M-V/def2-TZVPD.

Summary:
- frontier orbital gap (eV) = 9.262
- DFT total energy (Ha) = -3909.52326
- lowest unoccupied orbital energy (eV) = 0.172

```
136
C55H64F3IN6O6S (ωB97M-V/def2-TZVPD)
C 0.936 4.340 -4.647
C 1.314 3.064 -3.897
C 0.873 2.927 -2.413
I -0.814 4.252 -2.003
C 0.640 1.416 -1.914
C 1.292 1.297 -0.536
C 0.465 1.871 0.605
C 1.126 1.628 1.969
C 1.467 0.158 2.236
C 0.233 -0.766 2.337
C 0.499 -2.039 1.539
O -0.738 -2.658 1.131
C -0.858 -3.964 1.510
C 0.162 -4.931 0.975
O -1.768 -4.298 2.192
O -0.798 1.294 -1.780
S -1.500 0.756 -3.116
O -2.077 1.756 -3.939
O -2.414 -0.227 -2.654
O -0.160 0.273 -3.823
C 0.934 0.245 -2.865
C 0.681 -1.110 -2.117
C 0.520 -2.336 -3.039
C -0.891 -2.744 -3.297
F -1.493 -2.196 -4.366
C -1.534 -3.619 -2.523
F -0.900 -4.629 -1.948
F -2.820 -3.581 -2.270
C 2.296 0.130 -3.556
C 3.457 0.883 -2.883
C 4.321 0.084 -1.922
C 4.149 -1.262 -1.610
C 4.979 -1.920 -0.694
C 6.033 -1.243 -0.089
C 6.236 0.095 -0.423
C 5.389 0.755 -1.310
H -0.097 4.331 -4.980
H 1.531 4.346 -5.565
H 1.191 5.251 -4.115
H 2.404 3.049 -3.896
H 0.991 2.231 -4.513
H 1.653 3.363 -1.801
H 1.466 0.255 -0.286
H 2.280 1.752 -0.537
H 0.306 2.943 0.517
H -0.510 1.385 0.625
H 2.051 2.204 2.017
H 0.437 1.948 2.750
H 2.012 0.121 3.181
H 2.167 -0.233 1.496
H 0.125 -1.083 3.372
H -0.666 -0.263 1.993
H 1.088 -2.733 2.138
H 1.058 -1.798 0.633
H 0.552 -5.522 1.797
H 1.013 -4.401 0.551
H -0.295 -5.540 0.202
H -0.222 -1.034 -1.511
H 1.492 -1.254 -1.412
H 1.024 -3.168 -2.549
H 1.027 -2.197 -3.995
H 2.184 0.555 -4.551
H 2.604 -0.897 -3.712
H 3.150 1.793 -2.382
H 4.127 1.197 -3.685
H 3.367 -1.848 -2.071
H 4.781 -2.959 -0.469
H 6.660 -1.771 0.614
H 7.074 0.611 0.027
H 5.598 1.795 -1.527
C 4.379 6.649 3.552
C 3.530 6.759 2.463
C 3.044 5.595 1.889
N 3.350 4.372 2.321
C 4.168 4.286 3.369
C 4.707 5.386 4.018
H 4.780 7.534 4.030
H 3.248 7.725 2.067
H 2.372 5.636 1.037
H 4.401 3.279 3.699
H 5.365 5.255 4.865
C -4.712 -0.197 -0.329
C -6.050 -0.219 0.030
C -6.608 0.934 0.559
N -5.928 2.065 0.747
C -4.642 2.066 0.398
C -3.990 0.970 -0.143
H -4.237 -1.075 -0.747
H -6.650 -1.110 -0.097
H -7.653 0.962 0.851
H -4.113 2.999 0.564
H -2.945 1.021 -0.411
C -3.762 1.953 -7.340
C -4.568 1.988 -8.466
C -4.983 0.784 -9.015
N -4.648 -0.407 -8.523
C -3.870 -0.421 -7.441
C -3.403 0.724 -6.812
H -3.417 2.870 -6.877
H -4.871 2.927 -8.910
H -5.618 0.765 -9.894
H -3.611 -1.404 -7.064
H -2.781 0.668 -5.934
C -6.548 5.553 2.438
C -6.813 4.242 2.798
C -7.071 3.977 4.136
N -7.076 4.904 5.094
C -6.817 6.157 4.725
C -6.550 6.534 3.417
H -6.342 5.807 1.405
H -6.816 3.443 2.055
H -7.286 2.966 4.467
H -6.825 6.892 5.523
H -6.348 7.569 3.176
C -0.164 -3.034 7.555
C 0.392 -2.117 8.432
C 1.600 -1.527 8.091
N 2.261 -1.794 6.966
C 1.713 -2.680 6.137
C 0.509 -3.324 6.379
H -1.106 -3.515 7.783
H -0.100 -1.862 9.361
H 2.067 -0.801 8.747
H 2.276 -2.878 5.230
H 0.111 -4.033 5.666
C 3.022 -10.065 1.135
C 1.944 -9.596 1.868
C 1.836 -8.230 2.078
N 2.712 -7.338 1.618
C 3.743 -7.808 0.916
C 3.943 -9.153 0.646
H 3.143 -11.124 0.947
H 1.202 -10.273 2.268
H 1.005 -7.823 2.644
H 4.442 -7.061 0.555
H 4.798 -9.475 0.069
```

Here are the Löwdin charges for atoms 1 to 99, given in e: C -0.172; C -0.287; C -0.518; I 1.015; C -0.380; C -0.109; C -0.177; C -0.185; C -0.196; C -0.132; C -0.179; O -0.023; C -0.544; C 0.012; O 0.144; O -0.279; S 0.573; O -0.251; O -0.203; O -0.138; C -0.345; C -0.098; C -0.079; C -0.224; F 0.082; C -0.304; F 0.135; F 0.169; C -0.074; C -0.121; C -0.207; C -0.045; C -0.072; C -0.086; C -0.079; C -0.040; H 0.053; H 0.077; H 0.055; H 0.100; H 0.096; H 0.068; H 0.086; H 0.128; H 0.077; H 0.103; H 0.084; H 0.121; H 0.110; H 0.094; H 0.111; H 0.114; H 0.130; H 0.095; H 0.068; H 0.076; H 0.084; H 0.126; H 0.081; H 0.126; H 0.125; H 0.124; H 0.107; H 0.086; H 0.131; H 0.090; H 0.100; H 0.101; H 0.102; H 0.115; C -0.079; C -0.071; C -0.150; N 0.050; C -0.152; C -0.071; H 0.106; H 0.102; H 0.102; H 0.105; H 0.102; C -0.061; C -0.062; C -0.147; N 0.033; C -0.132; C -0.057; H 0.103; H 0.102; H 0.106; H 0.107; H 0.078; C -0.074; C -0.079; C -0.165; N 0.049; C -0.149; C -0.061; H 0.106

Entry 2:
Computed, not measured: an isolated molecule of C4H8O2, with ωB97M-V/def2-TZVPD.

Summary:
- frontier orbital gap (eV) = 11.215
- energy relative to the best compared isomer or geometry (same formula, charge and spin) (kcal per mole) = 49.1
- DFT total energy (Ha) = -307.63411
- lowest unoccupied orbital energy (eV) = 1.021

```
14
C4H8O2 (ωB97M-V/def2-TZVPD)
C -1.356 -0.254 1.339
C 0.124 0.019 1.140
O 0.801 -1.044 0.472
C 0.915 0.264 -0.081
C 0.388 0.538 -1.467
O 0.956 -0.329 -2.423
H -1.742 -0.901 0.546
H -1.992 0.632 1.426
H -1.457 -0.814 2.279
H 0.626 0.401 2.031
H 1.930 0.644 0.067
H 0.712 1.549 -1.743
H -0.710 0.521 -1.491
H 0.808 -1.226 -2.096
```

Table of Löwdin atomic charges, one value per atom, all in e: C -0.036; C -0.293; O -0.021; C -0.245; C -0.219; O -0.048; H 0.082; H 0.078; H 0.081; H 0.135; H 0.147; H 0.128; H 0.122; H 0.090

Entry 3:
Computed, not measured: a structure of composition C20H35N7RuSSb2, with ωB97M-V/def2-TZVPD.

Summary:
- charge = +3
- multiplicity = 2
- frontier orbital gap (alpha / beta) (eV) = 6.524 / 6.037
- energy relative to the best compared isomer or geometry (same formula, charge and spin) (kcal per mole) = 10.0
- DFT total energy (Ha) = -2139.11092
- lowest unoccupied orbital energy (alpha / beta) (eV) = -9.220 / -9.695
- expectation value of S² = 0.759

```
66
C20H35N7RuSSb2 (ωB97M-V/def2-TZVPD)
Ru 0.411 0.347 -0.096
C 2.646 -0.285 3.068
Sb 0.598 -0.139 2.512
C -0.129 1.491 3.646
C -0.312 -1.759 3.565
C -1.802 -1.691 3.396
C -2.572 -1.040 4.358
C -3.949 -0.953 4.236
C -4.582 -1.531 3.144
C -3.828 -2.189 2.186
C -2.441 -2.273 2.294
C -1.667 -3.003 1.235
Sb -1.106 -1.690 -0.352
C -0.251 -2.953 -1.824
C -2.981 -1.100 -1.128
H 2.714 -0.309 4.155
H 3.206 0.575 2.703
H 3.088 -1.210 2.697
H 0.001 1.276 4.705
H -1.187 1.624 3.431
H 0.422 2.393 3.389
H -0.027 -1.608 4.607
H 0.124 -2.703 3.244
H -2.087 -0.621 5.232
H -4.529 -0.458 5.003
H -5.659 -1.492 3.053
H -4.329 -2.677 1.357
H -2.287 -3.749 0.736
H -0.778 -3.512 1.600
H -0.965 -3.732 -2.088
H 0.648 -3.423 -1.429
H -0.008 -2.375 -2.714
H -3.564 -1.990 -1.360
H -2.849 -0.511 -2.034
H -3.514 -0.513 -0.382
C 2.123 -0.088 -5.398
N 1.145 0.321 -4.381
C -0.177 0.718 -4.875
C 1.327 0.204 -3.062
N 0.402 0.509 -2.177
N 2.557 -0.277 -2.654
C 3.021 -0.613 -1.400
N 4.274 -1.097 -1.397
N 2.319 -0.469 -0.314
H 1.965 0.521 -6.282
H 2.005 -1.139 -5.666
H 3.149 0.111 -5.093
H -0.119 0.857 -5.949
H -0.490 1.666 -4.437
H -0.924 -0.054 -4.675
H -0.481 0.727 -2.617
H 3.194 -0.489 -3.404
H 4.825 -1.204 -2.232
H 4.702 -1.408 -0.540
H 2.834 -0.787 0.497
S -1.453 1.776 0.153
C -0.307 3.038 0.122
N -0.592 4.254 -0.399
C 0.308 5.260 -0.430
C 1.574 5.021 0.022
C 1.841 3.740 0.512
N 0.926 2.777 0.614
H -1.534 4.409 -0.747
H -0.029 6.207 -0.832
H 2.329 5.792 0.011
H 2.831 3.497 0.883
```

Table of Löwdin atomic charges, one value per atom, all in e: Ru 0.468; C -0.284; Sb 1.369; C -0.272; C -0.278; C -0.302; C -0.038; C -0.040; C -0.042; C -0.043; C -0.302; C -0.270; Sb 1.375; C -0.261; C -0.274; H 0.033; H 0.014; H 0.014; H 0.034; H 0.013; H 0.006; H 0.085; H 0.067; H 0.123; H 0.122; H 0.121; H 0.121; H 0.087; H 0.066; H 0.033; H 0.022; H -0.004; H 0.037; H 0.011; H 0.012; C 0.007; N -0.118; C -0.004; C -0.395; N -0.016; N 0.181; C -0.447; N 0.208; N -0.017; H 0.109; H 0.117; H 0.093; H 0.106; H 0.103; H 0.107; H 0.037; H 0.126; H 0.134; H 0.135; H 0.040; S 0.665; C -0.749; N 0.118; C 0.025; C 0.022; C -0.042; N 0.019; H 0.175; H 0.162; H 0.138; H 0.138